47
Properties=species:S:1:pos:R:3:forces:R:3:lowdin_charge:R:1 method="wB97M-V/def2-TZVPD" fmax_ev_per_a=0.34 orbital_gap_ev=6.5354 total_charge=0 e_tot_ev=-124244.1139 e_above_lowest_kcal_mol=2.6
Pd -0.9001 -0.0037 1.2123 0.3215 -0.0505 -0.1144 0.00
C 0.9882 -4.1044 0.0856 0.0118 -0.0117 -0.0059 -0.14
C 0.6618 -2.6357 0.1947 -0.0057 0.0223 -0.0031 -0.78
S -0.6729 -2.2493 1.2754 -0.0087 -0.0441 0.0790 0.56
C 1.2814 -1.6690 -0.4856 -0.0106 0.0443 0.0397 -0.79
C 2.3848 -1.8904 -1.4797 -0.0049 -0.0113 0.0061 -0.14
S 0.8408 0.0187 -0.2373 -0.1689 0.0011 -0.1596 0.55
H 0.4411 -4.6720 0.8381 -0.0029 0.0042 0.0039 0.05
H 2.0532 -4.2950 0.2336 -0.0008 0.0061 -0.0053 0.07
H 0.7095 -4.5061 -0.8916 -0.0087 0.0009 0.0009 0.08
H 2.6122 -2.9502 -1.5928 0.0058 0.0051 -0.0041 0.06
H 3.2992 -1.3751 -1.1749 0.0030 0.0007 -0.0013 0.07
H 2.1047 -1.4957 -2.4599 -0.0026 -0.0043 0.0023 0.07
C 0.3346 1.9121 3.8854 0.0001 -0.0016 -0.0037 -0.08
N 0.3133 0.5210 4.2672 0.0108 -0.0183 -0.0664 -0.15
C 1.5466 -0.1666 4.6350 -0.0187 -0.0027 -0.0022 -0.10
C 1.1087 -1.6400 4.7222 0.0101 -0.0042 0.0116 -0.12
N -0.3343 -1.5616 4.4987 -0.0199 -0.0134 -0.1016 0.01
C -0.6760 -0.3406 4.0395 -0.0056 0.0083 0.1290 -0.82
S -2.1758 -0.0047 3.2940 -0.1663 0.0542 0.0343 0.56
H 0.8004 2.4951 4.6810 0.0021 0.0058 -0.0050 0.09
H -0.6867 2.2524 3.7360 -0.0045 -0.0035 0.0225 0.04
H 0.8919 2.0452 2.9544 0.0027 -0.0032 0.0050 0.07
H 1.9327 0.2191 5.5798 -0.0120 -0.0009 0.0072 0.12
H 2.2952 -0.0039 3.8559 0.0211 0.0025 0.0283 0.13
H 1.3269 -2.0792 5.6940 0.0157 -0.0075 -0.0095 0.11
H 1.5729 -2.2430 3.9404 -0.0046 0.0080 -0.0030 0.12
H -0.7968 -2.3308 4.0347 0.0012 -0.0084 0.0093 0.09
C -3.0371 0.6585 -1.5793 0.0227 -0.0322 0.0600 -0.02
N -1.9464 1.5370 -1.9535 0.0420 -0.0720 0.0354 -0.07
C -1.1909 2.2648 -1.1146 0.0876 0.0313 -0.0080 -0.75
Se -1.3480 2.4319 0.7321 -0.0966 0.0820 0.0414 0.63
N -0.2439 2.8794 -1.8503 -0.0301 -0.0180 -0.0069 0.12
C -0.3263 2.4773 -3.1744 -0.0128 0.0002 0.0399 -0.18
C 0.4315 2.7734 -4.2949 0.0067 -0.0070 -0.0267 0.00
C 0.0586 2.1608 -5.4800 0.0031 0.0104 0.0123 -0.08
C -1.0323 1.2883 -5.5407 -0.0078 -0.0033 0.0011 -0.08
C -1.7905 0.9980 -4.4185 -0.0021 0.0072 -0.0128 0.00
C -1.4153 1.6129 -3.2347 0.0152 0.0271 -0.0547 -0.16
H -3.3472 0.9008 -0.5672 0.0051 0.0263 0.0079 0.06
H -2.6970 -0.3776 -1.6024 -0.0120 0.0042 0.0018 0.10
H -3.8680 0.8088 -2.2677 0.0148 -0.0228 0.0005 0.10
H 0.5013 3.3970 -1.4172 0.0078 -0.0061 0.0099 0.15
H 1.2796 3.4427 -4.2476 -0.0015 -0.0025 0.0070 0.11
H 0.6273 2.3575 -6.3786 0.0007 0.0010 0.0017 0.10
H -1.2851 0.8263 -6.4853 -0.0050 -0.0026 0.0040 0.10
H -2.6281 0.3157 -4.4615 0.0019 -0.0011 -0.0077 0.11